[1]
{"formula": "C2H9N2S", "method": "wB97M-V/def2-TZVPD", "elements": ["N", "C", "N", "H", "H", "H", "H", "H", "H", "C", "S", "H", "H", "H"], "xyz": [[-0.377, 0.530, -1.427], [-1.299, -0.595, -1.477], [-0.692, -1.854, -1.059], [-0.136, 0.803, -0.484], [-0.667, 1.325, -1.977], [-2.220, -0.421, -0.915], [-1.563, -0.755, -2.523], [0.240, -1.867, -1.460], [-0.563, -1.881, -0.054], [1.575, 1.032, 2.313], [0.143, 0.108, 1.727], [2.436, 0.789, 1.695], [1.351, 2.093, 2.311], [1.773, 0.692, 3.330]], "lowdin_charge": [-0.03, -0.39, -0.01, -0.06, 0.06, 0.10, 0.10, 0.06, 0.00, -0.52, 0.63, 0.03, 0.02, 0.02], "total_charge": 0, "multiplicity": 2, "orbital_gap_ev": [9.81, 6.75], "e_above_lowest_kcal_mol": 0.0, "energy_ha": -589.23134, "e_homo_ev": [-8.95, -8.93]}


[2]
{"formula": "C6H9N2O2S", "method": "wB97M-V/def2-TZVPD", "elements": ["C", "C", "C", "O", "S", "C", "O", "N", "N", "C", "C", "H", "H", "H", "H", "H", "H", "H", "H", "H"], "xyz": [[-0.294, 1.420, -3.751], [-0.436, 1.359, -2.218], [0.635, 1.111, -1.479], [1.728, 1.039, -0.998], [-2.015, 1.225, -1.430], [-2.042, 0.261, 0.185], [-3.058, -0.353, 0.437], [-0.893, 0.407, 0.717], [-0.554, -0.341, 1.907], [0.828, 0.114, 2.172], [-0.608, -1.724, 1.613], [0.783, 1.234, -3.820], [-0.454, 2.434, -4.213], [-0.951, 0.587, -4.035], [0.996, -0.199, 3.137], [1.377, -0.414, 1.440], [0.786, 1.197, 1.968], [-0.558, -2.252, 2.560], [-1.584, -2.009, 1.263], [0.268, -2.089, 1.156]], "lowdin_charge": [-0.12, -0.65, -0.25, 0.08, 0.88, -0.89, -0.08, -0.04, -0.26, -0.09, -0.14, 0.06, 0.08, 0.06, 0.04, 0.05, 0.09, 0.07, 0.07, 0.05], "total_charge": -1, "multiplicity": 1, "orbital_gap_ev": 6.89, "e_above_lowest_kcal_mol": 44.8, "energy_ha": -892.14361, "e_homo_ev": -3.40}


[3]
{"formula": "C16H34MoOP2", "method": "wB97M-V/def2-TZVPD", "elements": ["P", "P", "C", "C", "H", "H", "H", "H", "C", "H", "H", "H", "C", "H", "H", "H", "C", "H", "H", "H", "C", "H", "H", "H", "Mo", "C", "C", "C", "C", "C", "C", "C", "C", "C", "H", "H", "H", "H", "H", "H", "H", "H", "H", "H", "H", "H", "H", "H", "H", "C", "O", "H", "H", "H"], "xyz": [[1.148, 2.326, 0.562], [2.388, -1.024, -0.493], [2.779, 1.532, 0.628], [3.154, 0.631, -0.567], [2.850, 0.998, 1.591], [3.506, 2.361, 0.665], [2.894, 1.096, -1.535], [4.242, 0.445, -0.557], [3.339, -1.886, 0.797], [2.880, -2.871, 0.970], [3.348, -1.304, 1.732], [4.371, -2.021, 0.434], [2.749, -1.878, -2.041], [3.798, -2.218, -2.033], [2.585, -1.212, -2.903], [2.085, -2.752, -2.115], [1.259, 3.592, 1.850], [0.269, 4.039, 2.011], [1.956, 4.377, 1.522], [1.622, 3.147, 2.785], [1.031, 3.226, -0.995], [1.324, 2.615, -1.859], [1.696, 4.102, -0.947], [0.007, 3.590, -1.148], [-2.405, -0.192, 0.637], [-1.383, -2.187, -0.814], [-0.865, -2.289, 0.453], [0.134, -1.332, 1.057], [-0.305, -0.030, 1.792], [-0.279, 1.311, 0.959], [-1.038, 1.115, -0.357], [-0.473, 0.253, -1.470], [-1.134, -1.111, -1.855], [-4.124, 0.619, -0.213], [-2.141, -2.929, -1.126], [-1.207, -3.116, 1.097], [0.831, -0.993, 0.194], [0.766, -1.904, 1.763], [-1.333, -0.162, 2.288], [0.369, 0.102, 2.646], [-0.825, 2.054, 1.572], [-1.578, 2.014, -0.702], [0.625, 0.095, -1.322], [-0.478, 0.871, -2.397], [-2.105, -0.903, -2.349], [-0.481, -1.522, -2.659], [-4.509, -0.008, -1.037], [-3.942, 1.655, -0.525], [-4.807, 0.561, 0.657], [-4.950, -2.582, 0.642], [-3.834, -2.179, 1.354], [-4.710, -3.073, -0.325], [-5.615, -1.726, 0.425], [-5.484, -3.324, 1.263]], "lowdin_charge": [0.94, 0.84, -0.30, -0.36, 0.10, 0.12, 0.08, 0.10, -0.22, 0.07, 0.05, 0.07, -0.23, 0.06, 0.06, 0.06, -0.15, 0.08, 0.08, 0.08, -0.14, 0.07, 0.09, 0.08, 1.55, -0.10, -0.12, -0.28, -0.21, -0.41, -0.38, -0.24, -0.17, -0.20, 0.13, 0.13, -0.07, 0.12, 0.09, 0.14, 0.12, 0.10, 0.03, 0.13, 0.12, 0.14, 0.05, 0.02, 0.04, -0.27, -0.33, 0.08, 0.06, 0.10], "total_charge": 2, "multiplicity": 3, "orbital_gap_ev": [4.99, 5.43], "energy_ha": -1455.29048, "e_homo_ev": [-13.45, -13.43]}